(1)
ORCA calculation (the ωB97M-V functional and the def2-TZVPD basis) on a structure of composition C26H76N12O9P4S2 in a non-equilibrium geometry.

Geometry (Å):
1 O 9.7381 -1.2282 1.6464
2 S 8.6612 -1.3970 0.6503
3 O 9.0636 -2.2960 -0.4435
4 O 7.9082 0.0338 0.2060
5 C 7.0806 0.2545 1.3923
6 C 6.3242 -1.1439 1.4654
7 O 5.5091 -1.3291 2.6019
8 S 5.1563 -1.3236 0.0378
9 O 7.3875 -2.1183 1.4903
10 H 7.8021 0.4526 2.2310
11 H 6.2722 1.0141 1.3171
12 H 5.4133 -2.2842 2.7409
13 H 4.0711 -0.5142 0.3250
14 O 2.8099 -3.7924 3.1535
15 P 2.7312 -4.2088 4.6285
16 N 2.4521 -5.8904 4.2725
17 C 1.7240 -6.8540 5.0827
18 C 3.5801 -6.5686 3.6273
19 N 1.2018 -3.4223 4.8829
20 C -0.0090 -4.1102 5.2913
21 C 0.8300 -2.3768 3.9254
22 N 2.8140 -4.5631 6.3665
23 C 2.6378 -3.3747 7.2431
24 C 4.1424 -5.1031 6.7546
25 H 2.2502 -7.1437 6.0009
26 H 1.5504 -7.7721 4.5130
27 H 0.7308 -6.5148 5.3560
28 H 4.3953 -6.7810 4.3302
29 H 3.9963 -5.9652 2.8175
30 H 3.2712 -7.5168 3.1806
31 H -0.3952 -4.7645 4.5003
32 H -0.7957 -3.3917 5.5420
33 H 0.1397 -4.6828 6.2081
34 H 0.4602 -2.8038 2.9868
35 H 1.6702 -1.7202 3.7070
36 H 0.0433 -1.7364 4.3379
37 H 3.3533 -2.5852 6.9965
38 H 2.7743 -3.6539 8.2915
39 H 1.6368 -2.9559 7.1885
40 H 4.9536 -4.4398 6.4419
41 H 4.3216 -6.0875 6.3225
42 H 4.2060 -5.2424 7.8350
43 O 2.1186 1.4204 0.7050
44 P 0.7067 1.8615 0.2894
45 N -0.0583 1.3132 1.7552
46 C -1.4340 0.8717 1.9193
47 C 0.3561 2.0340 2.9615
48 N 0.5534 0.6400 -0.9371
49 C -0.4816 -0.3782 -0.9506
50 C 1.7933 0.0345 -1.4125
51 N -0.8046 2.5927 -0.2852
52 C -0.8260 2.8865 -1.7436
53 C -1.0559 3.9110 0.3521
54 H -2.1682 1.6842 1.8493
55 H -1.5671 0.4067 2.9014
56 H -1.7187 0.0982 1.2143
57 H -0.0890 3.0351 3.0217
58 H 1.4410 2.1565 2.9983
59 H 0.0740 1.4898 3.8665
60 H -0.3503 -1.1051 -0.1393
61 H -0.4724 -0.9302 -1.8954
62 H -1.4804 0.0577 -0.9024
63 H 2.1689 -0.7102 -0.7006
64 H 2.5634 0.7864 -1.5791
65 H 1.6448 -0.4641 -2.3753
66 H 0.0187 3.5147 -2.0381
67 H -1.7522 3.4012 -2.0124
68 H -0.8119 1.9877 -2.3543
69 H -0.2075 4.5872 0.2206
70 H -1.2540 3.8160 1.4201
71 H -1.9439 4.3859 -0.0676
72 O -1.5287 -3.2766 -4.2166
73 P -1.9620 -4.7447 -4.1128
74 N -3.5011 -4.3958 -3.3756
75 C -4.2635 -5.2509 -2.4797
76 C -4.4314 -3.6592 -4.2354
77 N -0.7995 -5.1297 -2.8792
78 C -1.1463 -5.6280 -1.5606
79 C 0.3358 -4.2173 -2.7359
80 N -2.3597 -6.4708 -4.2399
81 C -1.1845 -7.3553 -4.4593
82 C -3.2436 -6.7467 -5.4012
83 H -4.7077 -6.1231 -2.9757
84 H -5.0871 -4.6878 -2.0297
85 H -3.6841 -5.6032 -1.6333
86 H -4.8704 -4.2948 -5.0146
87 H -3.9341 -2.8255 -4.7362
88 H -5.2522 -3.2289 -3.6562
89 H -1.6462 -4.8643 -0.9524
90 H -0.2501 -5.9484 -1.0205
91 H -1.7665 -6.5240 -1.6161
92 H 0.0538 -3.3075 -2.1951
93 H 0.7464 -3.9392 -3.7048
94 H 1.1548 -4.6934 -2.1878
95 H -0.6094 -7.0474 -5.3371
96 H -1.5102 -8.3895 -4.6011
97 H -0.5133 -7.3832 -3.6054
98 H -2.8160 -6.3647 -6.3323
99 H -4.2311 -6.3037 -5.2730
100 H -3.4166 -7.8183 -5.5134
101 O -1.7306 6.9144 -1.9517
102 P -2.5960 8.1817 -1.9451
103 N -3.3766 7.8399 -3.4635
104 C -3.9182 8.8002 -4.4123
105 C -4.2331 6.6505 -3.4505
106 N -1.2519 9.2492 -2.2221
107 C -1.1392 10.1360 -3.3659
108 C 0.0810 8.7237 -1.9216
109 N -3.6323 9.5978 -1.6745
110 C -3.1153 10.5498 -0.6555
111 C -4.9711 9.2089 -1.1617
112 H -4.8322 9.2963 -4.0631
113 H -4.1674 8.3016 -5.3539
114 H -3.2050 9.5670 -4.6944
115 H -5.1795 6.8248 -2.9240
116 H -3.7375 5.8091 -2.9608
117 H -4.4728 6.3222 -4.4647
118 H -0.9849 9.5824 -4.2998
119 H -0.2947 10.8209 -3.2420
120 H -2.0082 10.7887 -3.4597
121 H 0.4394 8.0587 -2.7148
122 H 0.0909 8.1836 -0.9766
123 H 0.8029 9.5393 -1.8132
124 H -2.9232 10.0506 0.2984
125 H -3.8364 11.3546 -0.4887
126 H -2.2018 11.0474 -0.9692
127 H -4.8940 8.5918 -0.2623
128 H -5.5452 8.6567 -1.9055
129 H -5.5695 10.0905 -0.9265

Output
Calculated total energy (Eh): -4531.91043
Highest occupied orbital energy (eV): -8.04
Relative energy (zero: lowest compared OMol25 entry of this formula, charge and spin) (kcal/mol): 229.7
LUMO level (eV): -0.697

---

(2)
ORCA calculation (the ωB97M-V functional and the def2-TZVPD basis) on a cluster of 2 separate species, C2H7NO2 in total in a non-equilibrium geometry.

Geometry (Å):
1 C 1.6950 0.0280 1.3433
2 O 0.7732 -0.8614 0.5369
3 H 2.0744 0.9723 0.7337
4 H 1.0185 0.4400 2.0508
5 H 2.5135 -0.4769 1.8505
6 H 1.3478 -1.1653 -0.2193
7 C -2.0257 -0.0815 -0.7050
8 N -1.0262 0.0020 -1.5824
9 O -3.1491 0.4263 -0.7701
10 H -1.7606 -0.4456 0.2172
11 H -1.3025 0.7313 -2.2385
12 H -0.1582 0.4307 -1.2173

Output
Calculated total energy (Eh): -285.23041
Total charge: +1
Highest occupied orbital energy (spin up / spin down) (eV): -14.99 / -14.95
Relative energy (zero: lowest compared OMol25 entry of this formula, charge and spin) (kcal/mol): 55.2
Multiplicity: 2
LUMO level (spin up / spin down) (eV): -5.642 / -9.938

---

(3)
ORCA calculation (the ωB97M-V functional and the def2-TZVPD basis) on a cluster of 2 separate species, CH3F2OP in total in a non-equilibrium geometry.

Geometry (Å):
1 C -0.3889 -0.4552 1.6750
2 O 0.4776 0.0091 -1.7761
3 F -1.6281 -0.3255 1.5256
4 F 0.1396 -1.4911 0.9856
5 P 0.2085 1.5000 -1.3274
6 H 0.0049 -0.4899 2.7652
7 H -0.1783 -0.6020 -1.7200
8 H 1.3647 1.8544 -2.1279

Output
Calculated total energy (Eh): -656.09117
Highest occupied orbital energy (spin up / spin down) (eV): -8.92 / -7.62
Relative energy (zero: lowest compared OMol25 entry of this formula, charge and spin) (kcal/mol): 132.7
LUMO level (spin up / spin down) (eV): -0.201 / 0.230

---

(4)
ORCA calculation (the ωB97M-V functional and the def2-TZVPD basis) on a cluster of 2 separate species, C6H12INO in total in a non-equilibrium geometry.

Geometry (Å):
1 C -1.5161 -0.4334 -0.2072
2 C 2.3468 1.6579 -0.7339
3 C -1.0166 0.3080 0.9965
4 C 0.8530 1.4380 -0.3644
5 C 0.5153 0.4938 0.8394
6 C -0.8915 -2.9238 -0.3846
7 N -1.2842 -1.6985 -0.3466
8 O 0.3292 -3.2871 -0.1724
9 I -4.6120 0.8685 0.4376
10 H -2.0026 0.0250 -1.0325
11 H 2.4313 1.7379 -1.8583
12 H 2.7585 2.3892 0.0038
13 H 2.9027 0.7645 -0.4445
14 H -1.4547 -0.1314 1.8997
15 H -1.5113 1.3508 0.9330
16 H 0.5255 0.8034 -1.2056
17 H 0.4729 2.4946 -0.4556
18 H 0.8717 0.9741 1.8479
19 H 0.9155 -0.5046 0.7991
20 H -1.6431 -3.7676 -0.3399
21 H 1.0097 -2.5592 -0.2117

Output
Calculated total energy (Eh): -663.38859
Highest occupied orbital energy (eV): -7.08
Relative energy (zero: lowest compared OMol25 entry of this formula, charge and spin) (kcal/mol): 38.8
LUMO level (eV): -1.500

---

(5)
ORCA calculation (the ωB97M-V functional and the def2-TZVPD basis) on an isolated molecule of C3H6O3 in a non-equilibrium geometry.

Geometry (Å):
1 C -1.6659 0.3432 0.5515
2 C 0.8308 0.5758 -0.2533
3 C -0.4284 -0.4017 -0.0026
4 O -2.7303 0.3327 0.0056
5 O -0.1217 -1.3728 0.9668
6 O -0.7854 -1.0259 -1.1706
7 H -1.5575 0.7772 1.5063
8 H 1.3471 0.0851 -1.1307
9 H 0.3837 1.5379 -0.4369
10 H 1.4012 0.3343 0.6203
11 H 0.2094 -2.2029 0.7129
12 H -1.4901 -0.4572 -1.5393

Output
Calculated total energy (Eh): -343.58999
Highest occupied orbital energy (eV): -9.97
Relative energy (zero: lowest compared OMol25 entry of this formula, charge and spin) (kcal/mol): 40.5
LUMO level (eV): 0.822

---

(6)
ORCA calculation (the ωB97M-V functional and the def2-TZVPD basis) on a structure of composition C28H43BrN2P2Zn in a non-equilibrium geometry.

Geometry (Å):
1 C 2.8884 4.5604 -0.9274
2 C 1.7672 4.0863 -1.6397
3 C 1.9232 3.8501 -3.0213
4 C 3.2126 3.9266 -3.5751
5 N 4.2735 4.2581 -2.8450
6 C 4.1335 4.6060 -1.5695
7 C 0.5423 3.7787 -0.9459
8 C -0.4625 3.5132 -0.2911
9 C -1.5228 3.1314 0.5995
10 C -1.1853 2.8632 1.9481
11 C -2.0583 2.1431 2.7791
12 C -3.2436 1.6429 2.2363
13 C -3.7188 2.1562 1.0223
14 C -2.8435 2.8718 0.1839
15 Zn -3.9559 0.0064 2.9559
16 P 1.1538 -0.5203 0.3293
17 H 1.0759 3.5856 -3.6464
18 H 2.7948 4.8665 0.1152
19 H 3.3688 3.7069 -4.6334
20 H 5.0229 4.9320 -1.0215
21 H -3.1652 3.1824 -0.8184
22 H -0.1932 3.1484 2.3083
23 H -4.7434 1.9740 0.7010
24 H -1.7700 1.9473 3.8121
25 C 2.0220 -2.1600 0.5346
26 C 3.2154 -2.5153 -0.3430
27 H 1.2181 -2.9000 0.3845
28 H 2.3025 -2.2100 1.5978
29 H 3.5242 -3.5445 -0.1107
30 H 2.9811 -2.4879 -1.4144
31 H 4.0885 -1.8776 -0.1518
32 C 1.4827 0.0146 -1.4263
33 C 2.8743 0.4816 -1.8302
34 H 0.7713 0.8454 -1.5697
35 H 1.1520 -0.8115 -2.0761
36 H 2.8579 0.7537 -2.8947
37 H 3.1798 1.3850 -1.2869
38 H 3.6437 -0.2918 -1.7088
39 C 2.1953 0.6668 1.2991
40 C 3.6865 0.3803 1.4338
41 H 1.7242 0.6673 2.2949
42 H 2.0221 1.6634 0.8638
43 H 4.1346 1.1305 2.0979
44 H 3.8865 -0.6025 1.8759
45 H 4.2217 0.4493 0.4788
46 Br -4.7370 -1.9958 3.5608
47 P -1.7628 -2.1508 -0.9860
48 C -0.7326 -2.9156 -2.3249
49 C -1.2488 -4.1578 -3.0307
50 H 0.2208 -3.1498 -1.8206
51 H -0.5150 -2.1245 -3.0533
52 H -0.4577 -4.5293 -3.6930
53 H -1.4978 -4.9647 -2.3359
54 H -2.1222 -3.9562 -3.6609
55 C -3.0538 -3.3929 -0.5525
56 C -4.3654 -3.4127 -1.3276
57 H -3.2679 -3.1861 0.5098
58 H -2.5697 -4.3765 -0.5957
59 H -5.0394 -4.1379 -0.8524
60 H -4.8836 -2.4455 -1.3162
61 H -4.2398 -3.7349 -2.3697
62 C -2.7233 -0.8156 -1.8384
63 C -3.1369 -1.0399 -3.2925
64 H -2.0879 0.0835 -1.7570
65 H -3.6090 -0.6278 -1.2094
66 H -3.6323 -0.1253 -3.6504
67 H -2.2795 -1.2268 -3.9520
68 H -3.8610 -1.8590 -3.4073
69 C 0.9126 -0.4381 6.2976
70 C -0.4616 -0.0986 5.7080
71 C -0.5487 -0.4705 4.3048
72 N -0.6438 -0.7802 3.1855
73 H 1.1476 -1.4936 6.1289
74 H 0.9494 -0.2374 7.3723
75 H 1.6914 0.1520 5.8059
76 H -1.2615 -0.6253 6.2519
77 H -0.6617 0.9799 5.7963

Output
Calculated total energy (Eh): -6237.58113
Total charge: +2
Highest occupied orbital energy (spin up / spin down) (eV): -13.05 / -13.05
Relative energy (zero: lowest compared OMol25 entry of this formula, charge and spin) (kcal/mol): 34.4
LUMO level (spin up / spin down) (eV): -9.684 / -9.418

---

(7)
ORCA calculation (the ωB97M-V functional and the def2-TZVPD basis) on a structure of composition C39H48Cl2N5O2STeZr.

Geometry (Å):
1 Zr -0.6660 -0.4566 0.7115
2 Cl -3.1596 -0.6248 2.0633
3 C -3.9878 -1.9559 1.2626
4 C -5.0330 -2.5493 1.9394
5 C -5.6824 -3.6047 1.3216
6 C -5.2759 -4.0299 0.0660
7 C -4.2226 -3.4046 -0.5816
8 Cl -3.7711 -3.9645 -2.1475
9 C -3.5342 -2.3350 0.0062
10 S -2.2425 -1.5208 -0.8777
11 H -5.3342 -2.1964 2.9159
12 H -6.5074 -4.0950 1.8190
13 H -5.7772 -4.8530 -0.4237
14 C -0.4923 -1.2031 3.9991
15 N -0.0011 -1.6438 2.6337
16 C -0.4965 -3.0659 2.4286
17 N -0.0682 -3.9458 3.4834
18 C -0.5798 -3.4457 4.7620
19 N -0.0730 -2.0973 5.0463
20 C 1.3913 -2.1469 5.0817
21 N 1.9275 -2.6178 3.8049
22 C 1.5159 -1.7392 2.7458
23 C 1.3996 -3.9602 3.5330
24 H -1.5780 -1.1603 3.9777
25 H -0.0893 -0.2094 4.1913
26 H -0.1006 -3.4141 1.4724
27 H -1.5888 -3.0425 2.3912
28 H -0.2673 -4.1179 5.5593
29 H -1.6705 -3.4236 4.7317
30 H 1.7062 -2.8222 5.8755
31 H 1.7828 -1.1510 5.2955
32 H 1.8929 -2.1165 1.8016
33 H 1.8993 -0.7304 2.9214
34 H 1.7222 -4.6374 4.3221
35 H 1.7913 -4.3162 2.5786
36 C 2.6148 7.3574 -3.0517
37 C 2.3352 5.9481 -2.6136
38 C 2.6211 5.5265 -1.3208
39 C 2.3819 4.2262 -0.9064
40 C 2.7438 3.8416 0.5085
41 C 1.8002 3.3362 -1.8248
42 Te 1.1618 1.5085 -0.9847
43 N 0.8828 -1.0794 -0.1576
44 C 2.1327 -1.3324 -0.6269
45 O 2.8507 -0.4160 -1.0582
46 C 2.6223 -2.7275 -0.6020
47 C 3.9935 -2.9652 -0.5392
48 C 4.4592 -4.2687 -0.4834
49 C 3.5612 -5.3299 -0.5158
50 C 2.1940 -5.0928 -0.6052
51 C 1.7220 -3.7913 -0.6387
52 C -0.6015 1.1659 -2.1017
53 C -0.6420 0.1676 -3.0868
54 C 0.4952 -0.7633 -3.4063
55 C -1.8142 0.0282 -3.8167
56 C -2.9282 0.8230 -3.5948
57 C -4.1926 0.6299 -4.3806
58 C -2.8407 1.8311 -2.6359
59 C -1.6923 2.0426 -1.8935
60 C -1.6591 3.2327 -0.9634
61 C 1.5784 3.7008 -3.1704
62 C 1.1432 2.7434 -4.2512
63 C 1.8373 5.0142 -3.5215
64 H 2.8285 8.0073 -2.2061
65 H 1.7684 7.7668 -3.6030
66 H 3.4769 7.3788 -3.7210
67 H 3.0604 6.2275 -0.6200
68 H 3.6100 4.4153 0.8330
69 H 3.0142 2.7883 0.6053
70 H 1.9299 4.0666 1.2048
71 H 4.6759 -2.1264 -0.5282
72 H 5.5218 -4.4590 -0.4216
73 H 3.9287 -6.3470 -0.4830
74 H 1.5012 -5.9220 -0.6590
75 H 0.6591 -3.5932 -0.7345
76 H 1.4688 -0.3724 -3.1143
77 H 0.5255 -0.9611 -4.4770
78 H 0.3531 -1.7230 -2.9007
79 H -1.8581 -0.7454 -4.5751
80 H -4.1214 -0.2252 -5.0493
81 H -4.4104 1.5153 -4.9798
82 H -5.0406 0.4755 -3.7118
83 H -3.6861 2.4942 -2.4893
84 H -2.4613 3.9202 -1.2252
85 H -0.7237 3.7898 -1.0453
86 H -1.8019 2.9704 0.0861
87 H 1.5417 1.7441 -4.0840
88 H 1.5177 3.0887 -5.2131
89 H 0.0574 2.6756 -4.3271
90 H 1.6745 5.3166 -4.5502
91 C -0.2601 3.6900 2.5657
92 C 0.1132 2.2434 2.7519
93 O -0.8783 1.3519 2.1154
94 H 0.4588 4.3177 3.0934
95 H -1.2437 3.9017 2.9927
96 H -0.2594 3.9691 1.5136
97 H 0.1636 1.9672 3.8044
98 H 1.0613 1.9980 2.2750
99 H -1.7555 1.6352 2.4089

Output
Calculated total energy (Eh): -3572.36784
Total charge: +2
Highest occupied orbital energy (spin up / spin down) (eV): -13.02 / -13.38
Relative energy (zero: lowest compared OMol25 entry of this formula, charge and spin) (kcal/mol): 39.0
Multiplicity: 2
LUMO level (spin up / spin down) (eV): -5.876 / -7.098

---

- The highest calculated total energy belongs to which entry?
  C2H7NO2

---

Please write out number 2 again, unchanged.
ORCA calculation (the ωB97M-V functional and the def2-TZVPD basis) on a cluster of 2 separate species, C2H7NO2 in total in a non-equilibrium geometry.

Geometry (Å):
1 C 1.6950 0.0280 1.3433
2 O 0.7732 -0.8614 0.5369
3 H 2.0744 0.9723 0.7337
4 H 1.0185 0.4400 2.0508
5 H 2.5135 -0.4769 1.8505
6 H 1.3478 -1.1653 -0.2193
7 C -2.0257 -0.0815 -0.7050
8 N -1.0262 0.0020 -1.5824
9 O -3.1491 0.4263 -0.7701
10 H -1.7606 -0.4456 0.2172
11 H -1.3025 0.7313 -2.2385
12 H -0.1582 0.4307 -1.2173

Output
Calculated total energy (Eh): -285.23041
Total charge: +1
Highest occupied orbital energy (spin up / spin down) (eV): -14.99 / -14.95
Relative energy (zero: lowest compared OMol25 entry of this formula, charge and spin) (kcal/mol): 55.2
Multiplicity: 2
LUMO level (spin up / spin down) (eV): -5.642 / -9.938

---

- What is the relative energy (zero: lowest compared OMol25 entry of this formula, charge and spin) in the third record?
  132.7 kcal/mol